Run 1
The following is a DFT calculation (the ωB97M-V functional and the def2-TZVPD basis) of a 4-piece molecular cluster, C3H15N2O3 overall.

Summary:
HOMO-LUMO gap: 0.3467 hartree
Molecular weight: 127.2 g/mol
Charge: +1

Geometry (Å):
1 C -2.979 -0.840 0.153
2 C -1.544 -0.646 0.056
3 C -1.048 0.318 -0.724
4 N 0.377 0.319 -1.226
5 N -0.846 -1.436 0.947
6 H -3.369 -1.572 -0.651
7 H -3.541 0.101 -0.066
8 H -3.245 -1.037 1.192
9 H -1.651 1.061 -1.185
10 H 0.693 -0.647 -1.380
11 H 1.056 0.912 -0.597
12 H 0.395 0.815 -2.140
13 H -1.431 -1.919 1.700
14 H 0.080 -0.932 1.236
15 H 1.258 -0.852 4.063
16 H 1.134 0.619 4.047
17 O 1.406 -0.144 3.410
18 H 2.659 0.848 -4.129
19 H 1.583 1.797 -4.538
20 O 1.775 1.031 -3.894
21 H 2.959 0.847 0.719
22 H 2.211 0.505 1.981
23 O 2.069 0.852 1.026

=====

Run 2
The following is a DFT calculation (the ωB97M-V functional and the def2-TZVPD basis) of a 4-piece molecular cluster, C3H15N2O3 overall.

Summary:
HOMO-LUMO gap: 0.4034 hartree
Molecular weight: 127.2 g/mol
Charge: +1

Geometry (Å):
1 C -0.462 2.205 1.291
2 C -1.556 1.891 0.225
3 N -1.280 0.581 -0.385
4 C -1.481 -0.550 0.256
5 N -0.924 -1.736 -0.031
6 H -0.474 3.319 1.237
7 H -0.533 1.804 2.300
8 H 0.548 2.117 0.812
9 H -2.571 1.796 0.721
10 H -1.610 2.634 -0.490
11 H -0.624 0.468 -1.127
12 H -2.025 -0.533 1.200
13 H -0.181 -1.956 -0.736
14 H -1.179 -2.686 0.490
15 H 2.513 -0.946 -0.585
16 H 2.530 -2.430 -1.094
17 O 1.965 -1.753 -0.684
18 H -0.108 -0.757 -3.374
19 H 1.196 0.048 -2.885
20 O 0.223 -0.096 -2.693
21 H 2.436 -0.699 2.502
22 H 1.929 -1.703 1.116
23 O 1.669 -1.019 1.936

=====

We find run 2 to be the most stable, with the next structure 0.234 eV higher.

=====

Run 1
The following is a DFT calculation (the ωB97M-V functional and the def2-TZVPD basis) of a 3-piece molecular cluster, C8H14O overall.

Summary:
HOMO-LUMO gap: 0.3747 hartree
Molecular weight: 126.2 g/mol
Charge: 0
SMILES string: C=C(C)C.CC=O.C#C

Geometry (Å):
1 C -1.231 -1.467 -0.155
2 C -0.298 -0.992 -0.997
3 C -0.658 -0.250 -2.247
4 C 1.135 -1.435 -0.904
5 H -0.960 -2.184 0.607
6 H -2.275 -1.423 -0.430
7 H -0.430 -0.840 -3.130
8 H -1.712 0.014 -2.252
9 H -0.068 0.668 -2.317
10 H 1.814 -0.656 -1.242
11 H 1.301 -2.288 -1.566
12 H 1.391 -1.745 0.107
13 C 1.571 1.972 0.207
14 C 0.119 1.621 0.336
15 O -0.774 2.136 -0.278
16 H 1.761 2.489 -0.733
17 H 2.173 1.074 0.308
18 H 1.845 2.631 1.037
19 H -0.112 0.974 1.258
20 C -1.337 -0.027 2.538
21 C -0.949 0.003 3.672
22 H -1.740 -0.303 1.526
23 H -0.565 0.029 4.653

=====

Run 2
The following is a DFT calculation (the ωB97M-V functional and the def2-TZVPD basis) of a 2-piece molecular cluster, C8H14O overall.

Summary:
HOMO-LUMO gap: 0.3650 hartree
Molecular weight: 126.2 g/mol
Charge: 0
SMILES string: C=C(C)C(C)=O.C=CC

Geometry (Å):
1 C 2.149 -0.232 -1.363
2 C 1.411 -0.467 -0.282
3 C 1.551 -1.693 0.570
4 C 0.559 0.908 0.282
5 C 0.400 0.840 1.781
6 O 0.782 1.952 -0.298
7 H 2.058 0.713 -1.883
8 H 2.767 -0.994 -1.819
9 H 2.113 -2.465 0.042
10 H 0.574 -2.097 0.838
11 H 2.077 -1.471 1.500
12 H -0.158 1.714 2.114
13 H 1.377 0.822 2.261
14 H -0.138 -0.057 2.077
15 C -2.277 -0.584 0.388
16 C -1.498 0.070 -0.463
17 C -1.965 1.057 -1.478
18 H -3.321 -0.327 0.521
19 H -1.898 -1.326 1.075
20 H -0.324 -0.324 -0.629
21 H -1.413 1.993 -1.399
22 H -1.801 0.689 -2.493
23 H -3.024 1.277 -1.341

=====

Run 3
The following is a DFT calculation (the ωB97M-V functional and the def2-TZVPD basis) of one molecule with the formula C8H14O.

Summary:
HOMO-LUMO gap: 0.2198 hartree
Molecular weight: 126.2 g/mol
Charge: 0

Geometry (Å):
1 C -0.098 0.008 0.307
2 C -2.377 1.104 -0.419
3 C -0.261 2.080 -1.171
4 C -1.618 0.277 0.576
5 C 0.367 0.744 -0.982
6 C 0.106 -1.509 0.115
7 C 0.725 0.525 1.496
8 C 1.517 -1.974 -0.248
9 O -1.417 2.350 -0.786
10 H -2.529 0.618 -1.391
11 H 0.299 2.895 -1.635
12 H -2.156 -0.675 0.658
13 H 1.452 0.871 -0.999
14 H -1.747 0.733 1.563
15 H 0.118 0.139 -1.864
16 H -0.204 -2.006 1.040
17 H -0.590 -1.846 -0.662
18 H 0.554 1.593 1.646
19 H 1.796 0.365 1.362
20 H 0.419 0.019 2.414
21 H 2.240 -1.708 0.524
22 H 1.541 -3.059 -0.355
23 H 1.861 -1.543 -1.190

=====

We find run 2 to be the most stable, with the next structure 0.465 eV higher.

=====

Run 1
The following is a DFT calculation (the ωB97M-V functional and the def2-TZVPD basis) of one molecule with the formula C22H23N3O5S.

Summary:
HOMO-LUMO gap: 0.2820 hartree
Molecular weight: 441.5 g/mol
Charge: 0
SMILES string: O=C(O)Cn1cc(/C=C2/SC(=O)N(CC(=O)N3CCCCCC3)C2=O)c2ccccc21

Geometry (Å):
1 O -6.364 -1.109 1.884
2 C -7.039 -0.538 1.080
3 O -8.210 0.038 1.365
4 C -6.705 -0.386 -0.403
5 N -5.297 -0.465 -0.643
6 C -4.584 -1.613 -0.754
7 C -3.235 -1.343 -0.844
8 C -2.212 -2.332 -0.990
9 C -0.958 -2.263 -0.494
10 S 0.300 -3.416 -0.949
11 C 1.531 -2.525 -0.030
12 O 2.705 -2.776 -0.020
13 N 0.917 -1.544 0.690
14 C 1.731 -0.571 1.380
15 C 2.282 0.387 0.308
16 O 1.679 0.521 -0.740
17 N 3.414 1.054 0.590
18 C 4.218 0.874 1.777
19 C 5.259 -0.241 1.628
20 C 6.149 -0.068 0.397
21 C 5.388 -0.292 -0.914
22 C 4.750 0.968 -1.507
23 C 4.007 1.835 -0.480
24 C -0.444 -1.321 0.498
25 O -1.064 -0.517 1.153
26 C -3.113 0.090 -0.819
27 C -2.051 0.975 -0.992
28 C -2.310 2.327 -0.938
29 C -3.600 2.817 -0.734
30 C -4.676 1.963 -0.612
31 C -4.423 0.599 -0.669
32 H -8.431 -0.074 2.304
33 H -7.220 -1.194 -0.936
34 H -7.101 0.568 -0.759
35 H -5.073 -2.569 -0.720
36 H -2.475 -3.214 -1.563
37 H 2.517 -1.098 1.919
38 H 1.075 -0.026 2.065
39 H 3.572 0.680 2.635
40 H 4.734 1.822 1.966
41 H 5.875 -0.250 2.530
42 H 4.758 -1.207 1.552
43 H 6.952 -0.805 0.465
44 H 6.612 0.921 0.401
45 H 4.617 -1.048 -0.749
46 H 6.071 -0.696 -1.664
47 H 5.517 1.586 -1.979
48 H 4.048 0.655 -2.281
49 H 4.686 2.558 -0.025
50 H 3.204 2.379 -0.983
51 H -1.049 0.622 -1.174
52 H -1.496 3.027 -1.057
53 H -3.761 3.884 -0.687
54 H -5.676 2.351 -0.481

=====

Run 2
The following is a DFT calculation (the ωB97M-V functional and the def2-TZVPD basis) of one molecule with the formula C22H23N3O5S.

Summary:
HOMO-LUMO gap: 0.3156 hartree
Molecular weight: 441.5 g/mol
Charge: 0
SMILES string: CCOc1ccc(NS(=O)(=O)c2ccc(OCC(=O)NCc3ccncc3)cc2)cc1

Geometry (Å):
1 C -2.318 2.394 -4.375
2 C -1.238 1.349 -4.111
3 O -1.278 0.843 -2.791
4 C -0.861 1.628 -1.754
5 C -1.141 1.134 -0.479
6 C -0.733 1.805 0.652
7 C -0.015 2.993 0.535
8 N 0.441 3.640 1.683
9 S 1.008 2.749 2.991
10 O -0.089 2.286 3.782
11 O 1.986 3.595 3.607
12 C 1.779 1.325 2.226
13 C 1.508 0.073 2.735
14 C 2.024 -1.054 2.118
15 C 2.786 -0.914 0.961
16 O 3.270 -1.949 0.224
17 C 3.115 -3.264 0.710
18 C 1.683 -3.816 0.685
19 O 1.376 -4.781 1.351
20 N 0.844 -3.177 -0.150
21 C -0.518 -3.615 -0.356
22 C -1.548 -2.679 0.219
23 C -2.717 -2.392 -0.475
24 C -3.657 -1.563 0.119
25 N -3.497 -1.017 1.312
26 C -2.381 -1.280 1.969
27 C -1.382 -2.104 1.474
28 C 3.081 0.363 0.474
29 C 2.587 1.480 1.113
30 C 0.251 3.498 -0.731
31 C -0.173 2.830 -1.868
32 H -2.182 3.262 -3.734
33 H -2.277 2.710 -5.414
34 H -3.298 1.969 -4.172
35 H -1.410 0.470 -4.739
36 H -0.243 1.748 -4.345
37 H -1.696 0.214 -0.403
38 H -0.974 1.428 1.631
39 H 0.990 4.471 1.529
40 H 0.880 -0.006 3.607
41 H 1.819 -2.028 2.533
42 H 3.514 -3.372 1.725
43 H 3.717 -3.888 0.041
44 H 1.166 -2.368 -0.659
45 H -0.697 -3.755 -1.427
46 H -0.600 -4.587 0.146
47 H -2.895 -2.809 -1.455
48 H -4.583 -1.321 -0.386
49 H -2.288 -0.811 2.939
50 H -0.500 -2.308 2.058
51 H 3.694 0.447 -0.409
52 H 2.820 2.467 0.748
53 H 0.792 4.428 -0.834
54 H 0.055 3.260 -2.831

=====

We find run 1 to be the most stable, with the next structure 2.261 eV higher.

=====

Run 1
The following is a DFT calculation (the ωB97M-V functional and the def2-TZVPD basis) of one molecule with the formula C7H15NO4S.

Summary:
HOMO-LUMO gap: 0.3934 hartree
Molecular weight: 209.3 g/mol
Charge: 0
SMILES string: COC[C@@H]1COS(=O)(=O)NC1(C)C

Geometry (Å):
1 C -3.100 -1.622 0.484
2 O -2.265 -0.649 -0.089
3 C -0.930 -1.093 -0.227
4 C -0.103 0.051 -0.830
5 C 1.012 -0.457 -1.764
6 O 2.296 -0.459 -1.161
7 S 2.286 -0.976 0.352
8 O 3.610 -0.866 0.854
9 O 1.636 -2.241 0.403
10 N 1.350 0.166 1.107
11 C 0.472 0.979 0.262
12 C -0.645 1.541 1.146
13 C 1.239 2.151 -0.367
14 H -3.144 -2.524 -0.138
15 H -4.092 -1.179 0.553
16 H -2.753 -1.906 1.485
17 H -0.905 -1.968 -0.892
18 H -0.520 -1.405 0.740
19 H -0.808 0.636 -1.429
20 H 1.117 0.189 -2.639
21 H 0.788 -1.475 -2.097
22 H 1.939 0.729 1.700
23 H -0.224 2.211 1.892
24 H -1.360 2.088 0.539
25 H -1.169 0.742 1.658
26 H 2.118 1.806 -0.903
27 H 1.562 2.837 0.415
28 H 0.593 2.695 -1.052

=====

Run 2
The following is a DFT calculation (the ωB97M-V functional and the def2-TZVPD basis) of one molecule with the formula C7H15NO4S.

Summary:
HOMO-LUMO gap: 0.3425 hartree
Molecular weight: 209.3 g/mol
Charge: 0

Geometry (Å):
1 C -0.661 -0.508 0.989
2 C -0.584 0.274 -1.408
3 C -2.086 0.053 1.179
4 C -2.096 0.180 -1.237
5 C 0.137 0.144 -0.118
6 C 3.802 -0.521 0.598
7 C 1.552 -0.452 -0.320
8 N -2.386 0.812 -0.020
9 O 1.652 2.426 -0.591
10 O -0.605 2.801 0.550
11 O 2.025 -0.105 -1.571
12 O 2.379 -0.002 0.758
13 S 0.789 1.883 0.486
14 H -0.146 -0.377 1.952
15 H -0.602 -1.594 0.891
16 H -0.288 -0.208 -2.344
17 H -0.238 1.334 -1.667
18 H -2.734 -0.852 1.200
19 H -2.215 0.564 2.143
20 H -2.487 0.782 -2.024
21 H -2.517 -0.877 -1.460
22 H 4.251 0.176 1.228
23 H 4.100 -0.441 -0.426
24 H 3.871 -1.473 1.127
25 H 1.530 -1.573 -0.304
26 H -3.470 0.964 -0.147
27 H -1.414 2.369 0.658
28 H 2.052 0.950 -1.408

=====

We find run 1 to be the most stable, with the next structure 2.209 eV higher.